No. 1
A molecular structure, C4H5N3 in a non-equilibrium geometry, computed with the ωB97M-V functional and the def2-TZVPD basis.

Computed properties:
- Multiplicity: 1
- Energy relative to the best compared isomer or geometry (same formula, charge and spin): 168.4 kcal per mole
- Total charge: 0
- LUMO: -0.044 eV

XYZ file:
```
12
C4H5N3 the ωB97M-V functional and the def2-TZVPD basis
C -1.7556 -0.0413 -0.1189
C -0.5996 -1.0214 -0.1482
C 1.3140 0.4755 0.2428
C 0.6507 1.7994 -0.3255
H -0.7784 -1.6965 1.0513
H -1.1908 -1.6616 -1.1652
H 1.4336 -1.4701 -0.2719
H 2.3565 0.2499 0.1467
H 0.7663 0.6336 1.3975
N -2.6945 0.6867 -0.0321
N 0.8981 -0.5789 -0.5291
N -0.4003 2.6246 -0.2474
```

---

No. 2
A molecular structure, C4H5N3 in a non-equilibrium geometry, computed with the ωB97M-V functional and the def2-TZVPD basis.

Computed properties:
- Multiplicity: 1
- Energy relative to the best compared isomer or geometry (same formula, charge and spin): 159.4 kcal per mole
- Total charge: 0
- LUMO: -0.767 eV

XYZ file:
```
12
C4H5N3 the ωB97M-V functional and the def2-TZVPD basis
N 2.5835 -0.3355 0.1135
C 0.7085 -0.1677 0.0022
N 0.6768 -1.3775 0.1055
C -1.2346 -0.9447 0.2537
C -1.8503 0.2555 0.1664
C -0.9343 1.3521 -0.0790
N 0.3392 1.1169 -0.1624
H 2.7036 0.4040 -0.5677
H 2.9616 -1.1888 -0.3448
H -1.6543 -1.9088 0.4488
H -2.9273 0.4238 0.2497
H -1.2541 2.3903 -0.1956
```

---

No. 3
2 unconnected molecules or ions with the total composition C4H5N3 in a non-equilibrium geometry, computed with the ωB97M-V functional and the def2-TZVPD basis.

Computed properties:
- Multiplicity: 1
- Energy relative to the best compared isomer or geometry (same formula, charge and spin): 83.2 kcal per mole
- Total charge: 0
- LUMO (spin up / spin down): -1.154 / -1.154 eV

XYZ file:
```
12
C4H5N3 the ωB97M-V functional and the def2-TZVPD basis
N 2.6705 0.3550 1.0612
C 2.2306 -0.7319 0.9323
C 0.3587 -0.1923 -0.6198
C -0.9549 -0.8857 -0.6898
N -1.8604 -0.0863 0.1207
C -1.1736 0.8935 0.5463
N 0.1668 0.8894 0.0873
H 1.2841 -0.4089 -1.1279
H -1.3198 -0.9750 -1.7197
H -0.8706 -1.9008 -0.2845
H -1.5219 1.6854 1.1986
H 0.9905 1.3576 0.4953
```

---

No. 4
2 unconnected molecules or ions with the total composition C4H5N3 in a non-equilibrium geometry, computed with the ωB97M-V functional and the def2-TZVPD basis.

Computed properties:
- Multiplicity: 1
- Energy relative to the best compared isomer or geometry (same formula, charge and spin): 99.1 kcal per mole
- Total charge: 0
- LUMO: 0.276 eV

XYZ file:
```
12
C4H5N3 the ωB97M-V functional and the def2-TZVPD basis
N 0.0504 2.7311 1.4113
C 0.0601 1.7537 0.7622
C 0.0437 0.5423 0.0584
C 1.1385 -0.5381 -0.0347
N 0.4292 -1.7674 -0.3951
C -0.8048 -1.4729 -0.4551
N -1.1432 -0.1433 -0.2282
H 0.3057 1.9320 -0.6517
H 1.8566 -0.2775 -0.8090
H 1.7243 -0.7055 0.8823
H -1.6108 -2.1633 -0.6767
H -2.0497 0.1089 0.1362
```

---

No. 5
C4H5N3 in the gas phase in a non-equilibrium geometry, computed with the ωB97M-V functional and the def2-TZVPD basis.

Computed properties:
- Multiplicity: 1
- Energy relative to the best compared isomer or geometry (same formula, charge and spin): 23.9 kcal per mole
- Total charge: 0
- LUMO: 0.117 eV

XYZ file:
```
12
C4H5N3 the ωB97M-V functional and the def2-TZVPD basis
H -2.4444 -1.4703 -0.0502
N -2.3809 -0.4397 -0.0175
C -1.1482 -0.1344 0.0419
C -0.6940 1.2760 0.0131
C 0.6397 1.3010 0.0121
C 1.1712 -0.0984 0.0438
N 2.3930 -0.4140 -0.0243
H 2.5126 -1.4392 -0.0497
N 0.0302 -0.9104 0.0699
H -1.3952 2.1160 -0.0368
H 1.3209 2.1586 0.0317
H -0.0049 -1.9455 -0.0340
```

---

No. 6
C4H5N3 in the gas phase in a non-equilibrium geometry, computed with the ωB97M-V functional and the def2-TZVPD basis.

Computed properties:
- Multiplicity: 1
- Energy relative to the best compared isomer or geometry (same formula, charge and spin): 44.2 kcal per mole
- Total charge: 0
- LUMO: 0.563 eV

XYZ file:
```
12
C4H5N3 the ωB97M-V functional and the def2-TZVPD basis
C 1.5651 0.4359 -0.0347
N 0.2845 0.4591 -0.7308
C -0.8114 0.1103 0.1443
C -2.0964 -0.0075 -0.5710
N -3.1187 -0.0804 -1.1039
C -0.5898 -1.1144 0.9748
N -0.3235 -2.0364 1.6202
H 1.5057 1.0892 0.8445
H 2.3364 0.8328 -0.6961
H 1.8615 -0.5652 0.3140
H 0.2918 -0.0898 -1.5815
H -0.9053 0.9662 0.8203
```

---

No. 7
C4H5N3 in the gas phase in a non-equilibrium geometry, computed with the ωB97M-V functional and the def2-TZVPD basis.

Computed properties:
- Multiplicity: 1
- Energy relative to the best compared isomer or geometry (same formula, charge and spin): 77.1 kcal per mole
- Total charge: 0
- LUMO: 0.604 eV

XYZ file:
```
12
C4H5N3 the ωB97M-V functional and the def2-TZVPD basis
H -0.2801 -2.0593 0.8710
N 0.1299 -1.2439 0.4516
C 0.0090 -0.9657 -0.7700
C 0.4129 0.4768 -1.1580
N 1.1392 0.9576 -0.0174
C 0.5258 0.7078 1.0815
C -0.9904 0.7772 1.2543
N -2.1450 0.8187 1.1269
H -0.4513 -1.6346 -1.4957
H 1.0182 0.5122 -2.0736
H -0.5346 1.0028 -1.3608
H 1.0971 0.5902 2.0011
```

---

No. 8
C4H5N3O in the gas phase in a non-equilibrium geometry, computed with the ωB97M-V functional and the def2-TZVPD basis.

Computed properties:
- Multiplicity: 1
- Energy relative to the best compared isomer or geometry (same formula, charge and spin): 188.4 kcal per mole
- Total charge: 0
- LUMO: 0.261 eV

XYZ file:
```
13
C4H5N3O the ωB97M-V functional and the def2-TZVPD basis
C 0.9925 0.7689 -1.1787
C -1.5759 -0.3458 -0.7249
C 0.7721 0.8574 0.3487
C -0.1286 -0.2172 0.8401
N 0.3002 0.1628 -2.0792
N -1.0540 -0.0379 -1.8093
N 0.2126 -1.4623 1.4978
O -0.5285 -0.4637 2.1060
H 1.9836 0.9115 -1.5061
H -2.5240 -0.4170 -0.4757
H 1.7450 0.5980 0.8274
H 0.3180 1.8459 0.7775
H -0.5130 -2.2005 1.3764
```

---

No. 9
A molecular structure, C4H5N3O in a non-equilibrium geometry, computed with the ωB97M-V functional and the def2-TZVPD basis.

Computed properties:
- Multiplicity: 1
- Energy relative to the best compared isomer or geometry (same formula, charge and spin): 145.4 kcal per mole
- Total charge: 0
- LUMO: 0.081 eV

XYZ file:
```
13
C4H5N3O the ωB97M-V functional and the def2-TZVPD basis
C -1.3972 0.9488 1.0368
C -0.2792 0.4381 0.2803
C 1.6737 0.4462 -0.8106
C 0.0442 -1.5659 -0.4141
H -2.1679 1.5161 0.3302
H -2.2996 -0.1140 1.2342
H -1.1449 1.6672 2.0265
H 2.0164 1.0659 -1.6091
H -0.0951 -2.4673 -1.0621
N 0.8871 1.0300 0.0637
N 2.1695 -0.7271 -0.7637
N -0.8515 -0.6611 -0.4158
O 1.4444 -1.5769 0.1037
```

---

No. 10
2 unconnected molecules or ions with the total composition C4H5N3O in a non-equilibrium geometry, computed with the ωB97M-V functional and the def2-TZVPD basis.

Computed properties:
- Multiplicity: 1
- Energy relative to the best compared isomer or geometry (same formula, charge and spin): 144.3 kcal per mole
- Total charge: 0
- LUMO: -0.134 eV

XYZ file:
```
13
C4H5N3O the ωB97M-V functional and the def2-TZVPD basis
C 1.4254 0.1548 0.0194
C -0.1002 0.1089 0.1724
C -1.0813 1.1538 0.2071
C -2.2147 0.3411 0.0585
H 3.2292 -1.0755 0.8742
H 1.3972 -1.9762 0.1008
H 1.2366 2.1014 -0.2135
H -1.0017 2.2355 0.5981
H -3.3031 0.8587 -0.0844
N 2.0561 -1.0110 0.0397
N 1.9366 1.2845 -0.3269
N -1.9323 -0.9118 -0.2523
O -0.5196 -1.0285 -0.0303
```

---

No. 11
C4H5N3O in the gas phase in a non-equilibrium geometry, computed with the ωB97M-V functional and the def2-TZVPD basis.

Computed properties:
- Multiplicity: 1
- Energy relative to the best compared isomer or geometry (same formula, charge and spin): 95.4 kcal per mole
- Total charge: 0
- LUMO: 0.974 eV

XYZ file:
```
13
C4H5N3O the ωB97M-V functional and the def2-TZVPD basis
H -1.7130 -1.1592 -1.4726
N -0.7609 -1.2702 -1.1132
C -0.6662 -0.1937 -0.4954
O -1.7901 0.6841 -0.2260
C -1.1789 1.6147 0.5790
C 0.1043 1.4405 0.8440
N 0.4177 0.2590 0.2907
N 1.6471 -0.3641 0.3896
C 1.6037 -1.5679 -0.1488
H -1.8289 2.4576 0.7959
H 0.6955 2.2936 1.2975
H 2.5697 -2.1644 0.0908
H 0.9000 -2.0299 -0.8314
```

---

No. 12
C4H5N3O in the gas phase in a non-equilibrium geometry, computed with the ωB97M-V functional and the def2-TZVPD basis.

Computed properties:
- Multiplicity: 1
- Energy relative to the best compared isomer or geometry (same formula, charge and spin): 172.8 kcal per mole
- Total charge: 0
- LUMO: -0.890 eV

XYZ file:
```
13
C4H5N3O the ωB97M-V functional and the def2-TZVPD basis
O 1.7049 -1.7540 -0.9730
N 1.0067 -0.5877 -1.5551
C 0.4021 0.0540 -0.4488
C -0.1003 1.4067 -0.8020
N -0.9496 2.1562 -0.3196
N -1.7565 1.3674 0.5961
C -1.2017 0.2816 1.3586
C 0.0227 -0.6567 0.8464
H 2.1782 -2.0578 -1.6788
H 0.3920 1.8693 -1.7213
H -2.0258 0.2116 2.2732
H 0.6289 -0.5340 1.6922
H -0.3016 -1.7565 0.7321
```

---

No. 13
C4H5N3O in the gas phase in a non-equilibrium geometry, computed with the ωB97M-V functional and the def2-TZVPD basis.

Computed properties:
- Multiplicity: 1
- Energy relative to the best compared isomer or geometry (same formula, charge and spin): 118.1 kcal per mole
- Total charge: 0
- LUMO: 0.705 eV

XYZ file:
```
13
C4H5N3O the ωB97M-V functional and the def2-TZVPD basis
H -0.6865 1.6998 -0.4453
N 0.3543 1.6550 -0.4938
C 0.7007 0.4760 -0.1107
C 2.1210 0.1492 0.0739
C 3.2926 -0.1311 0.1462
N -0.0853 -0.6979 0.1968
C -1.3472 -0.9706 -0.2967
N -2.4698 -0.3044 -0.2479
O -2.2360 0.8400 0.5768
H 4.2791 -0.3973 0.4750
H 0.4958 -1.4956 0.3391
H -1.3001 -1.9322 -0.8495
H -3.1188 1.1090 0.6362
```

---

No. 14
C4H5N3O in the gas phase in a non-equilibrium geometry, computed with the ωB97M-V functional and the def2-TZVPD basis.

Computed properties:
- Multiplicity: 1
- Energy relative to the best compared isomer or geometry (same formula, charge and spin): 166.2 kcal per mole
- Total charge: 0
- LUMO: -0.679 eV

XYZ file:
```
13
C4H5N3O the ωB97M-V functional and the def2-TZVPD basis
C -1.9227 1.2953 -0.5046
C -0.5756 0.6122 -0.6880
C -0.1409 -0.0575 0.3155
C 1.1013 -0.8367 0.1429
N 1.3208 -1.4496 1.3949
N 2.5837 -1.7949 1.4074
O 3.1240 -1.4861 0.0179
N 1.9843 -0.9438 -0.7200
H -2.8932 0.9928 -1.0767
H -1.7696 2.3861 -0.6628
H -2.2151 1.5546 0.7480
H -0.0418 0.4823 -1.5553
H -0.5552 -0.7547 1.1808
```

---

No. 15
C4H5N3O in the gas phase in a non-equilibrium geometry, computed with the ωB97M-V functional and the def2-TZVPD basis.

Computed properties:
- Multiplicity: 1
- Energy relative to the best compared isomer or geometry (same formula, charge and spin): 154.4 kcal per mole
- Total charge: 0
- LUMO: 0.632 eV

XYZ file:
```
13
C4H5N3O the ωB97M-V functional and the def2-TZVPD basis
C -1.3287 0.7276 -0.1734
O -1.7892 1.9084 -0.5988
N -0.6164 2.7098 -1.0639
N 0.4376 1.9750 -0.8967
C -0.0575 0.7852 -0.1111
N 0.7940 -0.2322 -0.2182
C 0.4698 -1.6448 -0.1505
C 1.1074 -0.9145 1.0841
H -2.0578 0.0552 -0.0406
H 1.2090 -2.0831 -0.8327
H -0.6661 -1.6559 -0.3241
H 2.2161 -0.9799 1.4300
H 0.2820 -0.6507 1.8961
```

---

No. 16
C4H5N3O in the gas phase in a non-equilibrium geometry, computed with the ωB97M-V functional and the def2-TZVPD basis.

Computed properties:
- Multiplicity: 1
- Energy relative to the best compared isomer or geometry (same formula, charge and spin): 131.0 kcal per mole
- Total charge: 0
- LUMO: 0.152 eV

XYZ file:
```
13
C4H5N3O the ωB97M-V functional and the def2-TZVPD basis
H -1.1951 -0.7568 -2.1298
N -2.1484 -0.3671 -1.8378
C -1.6986 0.3623 -0.9236
N -0.4972 0.3635 -0.3560
C 0.0131 0.8087 0.7454
C 1.0096 0.1064 1.0771
O 2.0259 0.1327 1.9049
C 1.0631 -0.8541 -0.0115
N 0.0869 -0.6671 -0.9053
H -2.3928 1.1426 -0.3113
H -0.7104 1.7055 1.0282
H 2.1543 0.9805 2.6337
H 1.5241 -1.9783 -0.0906
```

---

No. 17
C4H5N3O in the gas phase in a non-equilibrium geometry, computed with the ωB97M-V functional and the def2-TZVPD basis.

Computed properties:
- Multiplicity: 1
- Energy relative to the best compared isomer or geometry (same formula, charge and spin): 57.7 kcal per mole
- Total charge: 0
- LUMO: 0.007 eV

XYZ file:
```
13
C4H5N3O the ωB97M-V functional and the def2-TZVPD basis
N -3.5322 -0.6888 0.2395
C -2.4611 -0.2569 0.0623
C -1.1330 0.2274 -0.1905
N -1.0536 1.5461 -0.2367
C -0.0735 -0.5855 -0.0582
C 1.3299 0.0293 0.1017
N 2.2657 -0.9601 -0.1942
O 1.5910 1.2702 0.3325
H -1.9959 2.0444 -0.2720
H -0.1332 1.8113 0.0256
H -0.2609 -1.6673 -0.2073
H 2.0673 -1.9935 0.2393
H 3.3896 -0.7766 0.1581
```

---

No. 18
2 unconnected molecules or ions with the total composition C4H5N3O in a non-equilibrium geometry, computed with the ωB97M-V functional and the def2-TZVPD basis.

Computed properties:
- Multiplicity: 1
- Energy relative to the best compared isomer or geometry (same formula, charge and spin): 169.2 kcal per mole
- Total charge: 0
- LUMO: -1.708 eV

XYZ file:
```
13
C4H5N3O the ωB97M-V functional and the def2-TZVPD basis
C -1.3936 0.3520 0.0419
C 0.0816 0.2737 -0.3725
C 1.9503 -0.5635 -0.1344
C 1.9554 1.0035 0.0966
H -3.2141 -1.3728 0.5221
H -1.2740 -1.5503 -0.8538
H -1.7978 1.1842 -0.6430
H -1.5858 0.6952 1.2651
H 2.8095 1.7343 0.5842
N -1.7677 -1.0409 0.0306
N 0.5987 -0.8096 -0.3315
N 0.7617 1.4440 -0.2669
O 2.8759 -1.3497 0.0615
```

---

No. 19
C4H5N3O in the gas phase in a non-equilibrium geometry, computed with the ωB97M-V functional and the def2-TZVPD basis.

Computed properties:
- Multiplicity: 1
- Energy relative to the best compared isomer or geometry (same formula, charge and spin): 187.8 kcal per mole
- Total charge: 0
- LUMO: 0.393 eV

XYZ file:
```
13
C4H5N3O the ωB97M-V functional and the def2-TZVPD basis
C -3.2271 -0.1144 -0.0330
N -1.9131 0.3114 -0.2838
N -1.0372 -0.7927 0.1753
C 0.1842 -0.2977 -0.0156
C 1.0467 0.8926 -0.0118
C 2.3403 0.6701 0.1041
N 2.4297 -0.6632 -0.3481
O 1.0631 -1.2533 -0.1769
H -3.5874 -1.1781 0.5752
H -3.9584 0.8035 -0.6535
H 0.7022 1.8653 -0.0197
H 3.2992 1.1144 0.2467
H 2.6579 -1.3580 0.4411
```

---

No. 20
2 unconnected molecules or ions with the total composition C4H5N3O in a non-equilibrium geometry, computed with the ωB97M-V functional and the def2-TZVPD basis.

Computed properties:
- Multiplicity: 1
- Energy relative to the best compared isomer or geometry (same formula, charge and spin): 198.1 kcal per mole
- Total charge: 0
- LUMO: -0.494 eV

XYZ file:
```
13
C4H5N3O the ωB97M-V functional and the def2-TZVPD basis
C 1.3347 0.2977 -1.3569
C -0.2633 -0.3306 0.9324
C -1.4483 -0.5350 1.6696
C -2.6396 -0.5890 2.1412
H -0.4609 1.1591 -1.0651
H -0.1605 0.2898 -2.7574
H 2.5610 0.8900 0.1021
H 0.3451 -1.6298 0.1955
H -3.5400 -1.1619 2.7797
N -0.0576 0.0927 -1.6146
N 1.6531 0.3339 0.0980
N 0.4878 0.7185 1.0896
O 2.1886 0.4644 -2.2141
```